(1)
A structure of composition C20H26O5SV at a distorted geometry, computed with ωB97M-V/def2-TZVPD.

Last column: Mulliken spin population.
Element x y z (Å)
V (0.65008, -0.81491, -1.05363)  2.81
C (1.11894, -3.38119, -0.01744)  0.02
C (2.65278, -2.81633, -0.00040)  0.00
O (2.60435, -1.36156, -0.15187)  0.02
C (3.57544, -0.73270, -1.02432)  0.00
C (2.87246, 0.51331, -1.78118)  0.02
O (1.64871, 0.08888, -2.45380)  -0.02
C (0.47641, 0.89547, -3.12602)  0.03
C (-0.60202, -0.11403, -3.60952)  -0.01
O (-1.08813, -0.77513, -2.42304)  0.02
C (-1.47026, -2.15030, -2.73171)  0.01
C (-1.02313, -3.00605, -1.44717)  0.02
O (0.34690, -2.73033, -1.03791)  0.04
H (0.59655, -3.26048, 0.94039)  0.00
H (1.24813, -4.44811, -0.20310)  0.00
H (3.26151, -3.25626, -0.79170)  -0.01
H (3.12486, -3.09348, 0.93994)  0.00
H (4.02103, -1.43532, -1.73811)  -0.01
H (4.38510, -0.30355, -0.42824)  0.00
H (3.59980, 0.82225, -2.52176)  0.01
H (2.64715, 1.31328, -1.05430)  -0.01
H (1.01001, 1.48164, -3.87265)  0.01
H (0.07230, 1.56832, -2.33696)  -0.01
H (-0.15802, -0.86123, -4.31448)  0.00
H (-1.47660, 0.36343, -4.10479)  0.00
H (-0.94025, -2.43398, -3.62526)  -0.01
H (-2.56198, -2.27550, -2.89085)  0.00
H (-1.07410, -4.05307, -1.83998)  0.00
H (-1.71480, -2.88747, -0.60244)  -0.01
O (0.16702, 0.73918, -0.17464)  0.00
S (-0.57912, -0.01686, 1.15771)  0.04
C (-2.11966, 0.78380, 1.16003)  0.00
C (-3.26650, 0.27427, 1.80690)  0.00
C (-4.44415, 0.96481, 1.71519)  0.00
C (-4.48099, 2.19124, 1.03251)  0.00
C (-3.39894, 2.60699, 0.26162)  0.00
C (-2.20399, 1.92477, 0.36595)  0.01
C (0.23676, 1.00381, 2.31029)  0.01
C (1.09899, 2.00386, 1.82809)  0.00
C (1.79757, 2.78945, 2.74365)  0.00
C (1.60917, 2.60974, 4.09387)  0.00
C (0.73506, 1.65236, 4.58123)  0.00
C (0.02092, 0.84845, 3.69058)  0.00
H (-3.23314, -0.66727, 2.36389)  0.00
H (-5.36977, 0.48053, 2.13062)  0.00
H (-5.41285, 2.78159, 1.06623)  0.00
H (-3.49235, 3.45618, -0.40028)  0.00
H (-1.31793, 2.28399, -0.14190)  0.00
H (1.18301, 2.19594, 0.77357)  0.00
H (2.50941, 3.51062, 2.38173)  0.00
H (2.21906, 3.17090, 4.81125)  0.00
H (0.58775, 1.48991, 5.67125)  0.00
H (-0.64857, 0.06612, 4.07295)  0.00

## Properties
calculated total energy: -67903.6830 eV
highest occupied orbital energy (spin up / spin down): -13.1 / -14.6 eV
net charge: +2
maximum force: 4.10 eV/Å
spin multiplicity: 4
gap between HOMO and LUMO (spin up / spin down): 7.11 / 8.69 eV
LUMO level (spin up / spin down): -5.99 / -5.94 eV

=====

(2)
A structure of composition C20H27ClIN3O4OsSi at a distorted geometry, computed with ωB97M-V/def2-TZVPD.

Last column: Mulliken charge in e.
Element x y z (Å)
Os (-0.21391, 0.04581, 0.17118)  2.18
C (0.72503, -1.42379, 3.53966)  -1.65
C (0.39804, 0.01588, 3.33268)  0.55
C (0.37663, 0.95023, 4.38926)  -0.65
C (0.00083, 2.26053, 4.18195)  -0.79
C (-0.38331, 2.69603, 2.90424)  -0.62
C (-0.33534, 1.74016, 1.93222)  0.17
N (0.06573, 0.45568, 2.13220)  0.10
N (-0.62978, 1.74686, 0.56883)  0.01
Si (-1.61298, 2.79910, -0.62665)  0.01
C (-0.88979, 4.48899, -0.64594)  -1.11
C (-3.36713, 2.72896, -0.08123)  -0.72
C (-1.24168, 1.82018, -2.17186)  -0.94
H (1.57783, -1.54169, 4.20680)  0.50
H (0.92260, -1.92685, 2.59363)  0.31
H (-0.12815, -1.91719, 4.01116)  0.39
H (0.65799, 0.60869, 5.37609)  0.56
H (-0.00446, 2.95736, 5.00935)  0.51
H (-0.69604, 3.70967, 2.69719)  0.55
H (-1.18989, 5.08726, 0.21626)  0.36
H (-1.27274, 4.99651, -1.53677)  0.39
H (0.20001, 4.48764, -0.71105)  0.37
H (-3.46492, 2.58322, 0.99699)  0.35
H (-3.91303, 1.91781, -0.56806)  -0.04
H (-3.86172, 3.66869, -0.33953)  0.56
H (-0.30221, 2.12965, -2.63355)  0.34
H (-2.03878, 1.94193, -2.90800)  0.42
H (-1.18273, 0.72526, -2.00876)  0.19
N (3.74035, 0.19514, -1.30047)  -0.31
C (2.88018, 0.19440, -0.31547)  0.73
O (1.64121, 0.31399, -0.61466)  -1.06
C (3.36472, 0.07786, 1.08437)  -0.49
I (3.44267, 2.04395, 1.91094)  0.19
H (3.42200, 0.30694, -2.25380)  0.27
H (4.73296, 0.11931, -1.13424)  0.24
H (4.37250, -0.32065, 1.13941)  0.53
H (2.68229, -0.51623, 1.68411)  -0.12
C (-6.06368, -0.67377, -2.25115)  -1.37
C (-6.31563, 0.00432, -0.93216)  0.86
C (-7.23439, 1.03416, -0.81074)  -0.76
C (-7.46830, 1.63911, 0.41832)  0.07
Cl (-8.61750, 2.93915, 0.52258)  -0.20
C (-6.80217, 1.21738, 1.55212)  -0.99
C (-5.86481, 0.19178, 1.44975)  -0.57
C (-5.62682, -0.39000, 0.21779)  1.00
O (-4.68711, -1.39952, 0.00024)  -0.44
C (-3.90837, -1.82682, 1.08846)  -1.09
C (-2.79309, -0.82658, 1.33090)  0.95
O (-2.68349, -0.04524, 2.22748)  -0.41
O (-1.85690, -0.84865, 0.30054)  -0.44
H (-6.66393, -0.22103, -3.03703)  0.43
H (-6.31097, -1.73435, -2.19540)  0.32
H (-5.01126, -0.61234, -2.53545)  0.24
H (-7.78247, 1.36743, -1.68249)  0.41
H (-7.00808, 1.67786, 2.50821)  0.46
H (-5.33439, -0.11700, 2.33858)  0.38
H (-3.47425, -2.77860, 0.78545)  0.49
H (-4.47446, -1.95768, 2.01065)  0.43

## Properties
calculated total energy: -64792.3840 eV
highest occupied orbital energy: -12.5 eV
net charge: +2
maximum force: 1.08 eV/Å
gap between HOMO and LUMO: 4.26 eV
LUMO level: -8.26 eV

=====

(3)
The molecule C20H27ClN2, computed with ωB97M-V/def2-TZVPD.

Last column: Mulliken charge in e.
Element x y z (Å)
C (-4.09410, -2.60679, 1.58146)  -1.55
C (-3.78543, -2.90267, 0.11520)  0.59
C (-3.03237, -4.22506, -0.01486)  -1.58
C (-3.03953, -1.74227, -0.55901)  -0.68
C (-1.64591, -1.46185, -0.00069)  -1.06
C (-1.00364, -0.23806, -0.67127)  0.18
C (0.44109, -0.05895, -0.18623)  -1.08
C (1.14253, 1.10296, -0.89137)  -0.70
N (2.46084, 1.33603, -0.32647)  -0.19
C (3.46919, 0.38875, -0.77404)  -0.31
C (4.81546, 0.71950, -0.19529)  0.25
C (4.93750, 1.17799, 1.11390)  -0.50
C (6.20008, 1.45943, 1.60316)  -0.45
C (7.29639, 1.27124, 0.77415)  -0.42
C (7.06769, 0.81167, -0.51247)  -0.14
N (5.86348, 0.54576, -0.98869)  -0.49
C (-1.82278, 1.00213, -0.41977)  -0.09
C (-2.40565, 1.69055, -1.47673)  0.05
C (-3.16859, 2.82476, -1.26376)  -0.88
C (-3.35389, 3.28150, 0.02971)  0.40
Cl (-4.30732, 4.69921, 0.31110)  -0.22
C (-2.78329, 2.61448, 1.10119)  -1.01
C (-2.02409, 1.48284, 0.86951)  0.09
H (-4.75006, -3.37288, 1.98898)  0.46
H (-4.58812, -1.64288, 1.68179)  0.36
H (-3.18423, -2.59395, 2.17620)  0.32
H (-4.74143, -3.00688, -0.41248)  0.34
H (-2.12167, -4.21276, 0.57863)  0.31
H (-2.76886, -4.41690, -1.05257)  0.37
H (-3.65243, -5.04631, 0.33766)  0.45
H (-3.64623, -0.83867, -0.45888)  0.31
H (-2.95154, -1.95961, -1.62682)  0.25
H (-1.70582, -1.28815, 1.07325)  0.14
H (-1.00195, -2.32615, -0.16873)  0.55
H (-0.97701, -0.41702, -1.75232)  0.68
H (0.98706, -0.98488, -0.37254)  0.60
H (0.46011, 0.13048, 0.88716)  0.06
H (1.18461, 0.90043, -1.97651)  0.21
H (0.55139, 2.01015, -0.74171)  0.48
H (2.77014, 2.27360, -0.56542)  0.25
H (3.17930, -0.60667, -0.42017)  0.24
H (3.56177, 0.33906, -1.87196)  0.23
H (4.05131, 1.30762, 1.71399)  0.40
H (6.33057, 1.81780, 2.61452)  0.39
H (8.29869, 1.47733, 1.11625)  0.37
H (7.88490, 0.64970, -1.20388)  0.40
H (-2.26386, 1.33500, -2.48707)  0.43
H (-3.61663, 3.34977, -2.09287)  0.42
H (-2.93381, 2.97884, 2.10545)  0.41
H (-1.58382, 0.97081, 1.71132)  0.36

## Properties
calculated total energy: -36681.4550 eV
highest occupied orbital energy: -8.9 eV
SMILES: CC(C)CC[C@H](CCNCc1ccccn1)c1ccc(Cl)cc1
net charge: 0
maximum force: 0.51 eV/Å
gap between HOMO and LUMO: 9.74 eV
LUMO level: 0.82 eV

=====

(4)
The ion C20H27ClNO3 with charge +1, computed with ωB97M-V/def2-TZVPD.

Last column: Mulliken charge in e.
Element x y z (Å)
C (-2.83616, -3.18285, -1.09280)  -1.07
C (-3.34230, -2.90682, 0.31566)  -0.15
O (-2.52516, -1.96740, 1.01252)  -0.49
C (-2.39085, -0.68186, 0.65189)  0.67
C (-1.28506, -0.05262, 1.23394)  -0.37
C (-0.98954, 1.27569, 0.99355)  0.78
C (0.20811, 1.93171, 1.62182)  -1.65
N (1.25734, 2.21418, 0.60246)  0.09
C (2.01491, 1.04040, 0.06570)  -0.25
C (1.32708, 0.42090, -1.13406)  -1.47
C (3.43595, 1.55222, -0.27599)  0.23
O (3.77500, 2.46831, 0.75756)  -0.69
C (4.39873, 0.39404, -0.38092)  0.17
C (4.83306, -0.05396, -1.62112)  -0.31
C (5.71239, -1.11936, -1.70399)  -0.66
C (6.16574, -1.73807, -0.55089)  -0.43
C (5.73863, -1.29080, 0.68821)  -0.74
C (4.85524, -0.22985, 0.77422)  -0.33
C (-1.78190, 1.99880, 0.11253)  -0.62
C (-2.87573, 1.39053, -0.48133)  0.12
Cl (-3.77538, 2.31728, -1.63242)  -0.23
C (-3.23761, 0.06852, -0.19558)  0.00
O (-4.33292, -0.52056, -0.75660)  -0.55
C (-5.62171, -0.00624, -0.40867)  -0.41
C (-5.87937, -0.02369, 1.09189)  -1.01
H (-1.78478, -3.46051, -1.06815)  0.31
H (-3.40495, -4.00189, -1.52198)  0.40
H (-2.96160, -2.30652, -1.72298)  0.24
H (-4.38450, -2.58533, 0.29175)  0.05
H (-3.26072, -3.80582, 0.93205)  0.43
H (-0.68356, -0.64766, 1.90269)  0.43
H (0.63772, 1.29447, 2.39519)  0.37
H (-0.08034, 2.88457, 2.07221)  0.54
H (0.82051, 2.71406, -0.18023)  0.45
H (2.00430, 2.80917, 1.01184)  0.47
H (2.09832, 0.31262, 0.87742)  0.40
H (1.93780, -0.39355, -1.51422)  0.47
H (1.20287, 1.15037, -1.93167)  0.41
H (0.35371, 0.02161, -0.86506)  0.28
H (3.40414, 2.09086, -1.23652)  0.47
H (4.73209, 2.56700, 0.79975)  0.42
H (4.48809, 0.43360, -2.52112)  0.41
H (6.04768, -1.46179, -2.67033)  0.40
H (6.85492, -2.56503, -0.61753)  0.40
H (6.09317, -1.76681, 1.58901)  0.40
H (4.52867, 0.12413, 1.74208)  0.37
H (-1.57897, 3.03432, -0.11241)  0.55
H (-6.31000, -0.67456, -0.93004)  0.38
H (-5.75598, 1.00731, -0.79677)  0.35
H (-5.18872, 0.64155, 1.60801)  0.27
H (-6.89433, 0.31197, 1.28276)  0.44
H (-5.76405, -1.02665, 1.49664)  0.25

## Properties
calculated total energy: -41326.9795 eV
highest occupied orbital energy: -11.4 eV
SMILES: CCOc1cc(C[NH2+][C@@H](C)[C@@H](O)c2ccccc2)cc(Cl)c1OCC
net charge: +1
maximum force: 0.73 eV/Å
gap between HOMO and LUMO: 8.96 eV
LUMO level: -2.41 eV

=====

(5)
A structure of composition C20H27HfN8S2 at a distorted geometry, computed with ωB97M-V/def2-TZVPD.

Last column: Mulliken charge in e.
Element x y z (Å)
Hf (0.12360, -0.08658, 0.54956)  0.64
C (-4.25242, -0.90987, -0.14255)  -1.81
C (-2.76522, -0.81965, -0.13198)  0.64
N (-2.09744, -0.08788, 0.69460)  1.39
N (-2.82547, 0.61294, 1.60678)  -1.62
C (-2.10520, 1.36311, 2.41438)  0.68
N (-2.80672, 2.02083, 3.34942)  -0.41
S (-0.37832, 1.62048, 2.42776)  -0.52
C (-1.97105, -1.63408, -1.06834)  1.02
C (-2.57015, -2.39706, -2.05398)  -1.03
C (-1.78477, -3.20641, -2.85539)  -0.54
C (-0.41325, -3.24000, -2.65584)  -0.99
C (0.12412, -2.42888, -1.68254)  -0.09
N (-0.63095, -1.62567, -0.91808)  0.57
H (-4.66510, -0.25471, 0.61259)  0.42
H (-4.64474, -0.61768, -1.12057)  0.34
H (-4.57332, -1.93584, 0.05829)  0.36
H (-3.80744, 1.92291, 3.36973)  0.23
H (-2.35111, 2.66050, 3.97288)  0.21
H (-3.64247, -2.36598, -2.17963)  0.51
H (-2.24212, -3.81629, -3.62603)  0.44
H (0.23068, -3.88009, -3.24374)  0.46
H (1.18760, -2.40839, -1.49409)  0.61
C (4.29080, -0.75182, 2.49597)  -1.78
C (3.13639, -0.52494, 1.58287)  1.24
N (1.90664, -0.62728, 1.93799)  0.52
N (1.67146, -0.92573, 3.25824)  -1.69
C (0.53073, -1.55035, 3.44260)  0.71
N (0.20771, -1.79377, 4.72146)  -0.41
S (-0.53647, -2.16406, 2.20884)  -0.50
C (3.37006, -0.21075, 0.15168)  0.41
C (4.63670, 0.05280, -0.33121)  -0.84
C (4.80870, 0.29715, -1.68593)  -0.53
C (3.70705, 0.25985, -2.52059)  -1.21
C (2.47070, 0.00938, -1.95864)  -0.22
N (2.29555, -0.21604, -0.65473)  0.21
H (3.94209, -1.14359, 3.44200)  0.39
H (4.99569, -1.45157, 2.04240)  0.43
H (4.82282, 0.18548, 2.68281)  0.37
H (0.84532, -1.51753, 5.44896)  0.24
H (-0.57126, -2.38832, 4.93431)  0.21
H (5.47867, 0.06723, 0.34822)  0.48
H (5.79374, 0.50943, -2.08180)  0.44
H (3.79145, 0.43093, -3.58573)  0.43
H (1.58274, -0.01492, -2.57422)  0.57
C (-2.18589, 2.02190, -2.09310)  -1.36
C (-1.23336, 2.53115, -1.01349)  1.24
C (-0.82678, 3.97479, -1.31727)  -1.76
C (0.00257, 1.61193, -0.90324)  -0.98
H (-3.11051, 2.60559, -2.11367)  0.40
H (-2.45782, 0.96821, -1.95494)  0.17
H (-1.71278, 2.11185, -3.07792)  0.38
H (-1.77165, 2.54723, -0.06540)  -0.16
H (-0.28008, 4.02286, -2.26547)  0.33
H (-0.17814, 4.37379, -0.53257)  0.41
H (-1.69977, 4.63100, -1.39798)  0.43
H (0.29146, 1.36259, -1.93193)  0.40
H (0.84677, 2.21982, -0.52174)  0.55

## Properties
calculated total energy: -56074.4661 eV
highest occupied orbital energy: -10.7 eV
net charge: +1
maximum force: 1.84 eV/Å
gap between HOMO and LUMO: 7.01 eV
LUMO level: -3.74 eV